1.
67
Properties=species:S:1:pos:R:3:forces:R:3 method="wB97M-V/def2-TZVPD" de_lowest_kcal_mol=3.07 orbital_gap_ev=6.52 lumo_energy_ev=-7.27 e_homo_ha=-0.5068 charge=+2
Zr -0.534 0.155 -0.670 1.0015 -0.0140 -0.0591
C 1.498 2.060 -4.563 -0.0497 -0.0643 -0.0165
O 0.499 1.122 -4.998 0.0685 0.0661 -0.0153
C -0.784 1.431 -4.679 -0.2990 0.0164 -0.0128
C -1.706 1.729 -5.672 0.1552 -0.0329 -0.0296
C -3.038 2.002 -5.371 -0.0796 0.0139 0.0842
C -3.466 1.986 -4.062 0.0898 -0.0019 -0.0546
C -2.570 1.651 -3.031 -0.2191 0.0969 -0.0774
C -3.045 1.697 -1.675 0.0362 0.0190 -0.0508
N -2.380 1.241 -0.660 -0.2150 0.3135 0.1909
N -2.859 1.543 0.626 0.0516 0.0221 -0.2563
C -1.883 1.490 1.469 0.1625 -0.0947 0.1684
O -0.636 1.156 1.063 -0.3652 -0.0742 -0.0720
C -2.084 1.715 2.905 -0.0187 0.0616 -0.1421
C -0.990 1.705 3.768 0.0133 0.0136 0.1196
C -1.180 1.913 5.125 -0.0019 -0.0132 -0.0837
C -2.460 2.129 5.617 -0.0194 0.0133 0.0566
C -3.552 2.141 4.757 0.0055 -0.0072 -0.0408
C -3.369 1.937 3.401 -0.0145 0.0083 0.0702
C -1.231 1.373 -3.361 0.3014 -0.1086 0.3670
O -0.343 1.037 -2.384 -0.3052 -0.2006 0.0295
H 2.231 2.142 -5.362 0.0043 -0.0234 0.0112
H 1.981 1.698 -3.654 0.0039 0.0341 0.0199
H 1.056 3.039 -4.378 0.0072 0.0119 -0.0056
H -1.353 1.744 -6.696 -0.0194 0.0074 0.0005
H -3.729 2.239 -6.167 0.0038 0.0059 -0.0014
H -4.493 2.221 -3.812 -0.0080 -0.0014 -0.0172
H -3.994 2.183 -1.462 -0.0108 -0.0095 -0.0329
H 0.008 1.555 3.378 -0.0054 -0.0040 -0.0327
H -0.331 1.920 5.795 -0.0073 -0.0005 0.0117
H -2.609 2.295 6.676 0.0034 -0.0018 -0.0029
H -4.546 2.317 5.143 0.0074 -0.0022 0.0161
H -4.213 1.951 2.726 0.0174 -0.0045 -0.0187
C 2.566 -2.041 3.757 -0.0286 0.0242 0.0017
C 1.742 -2.257 2.526 0.0666 0.0121 0.0726
C 0.421 -1.815 2.466 -0.0309 0.0573 -0.0917
C -0.357 -2.006 1.336 -0.1215 0.0192 -0.0262
C -1.857 -1.793 1.468 0.1620 -0.1381 0.0367
C 0.245 -2.642 0.213 0.0569 -0.1705 -0.0568
C -0.421 -2.699 -1.057 -0.1106 0.0062 -0.1061
O -1.143 -1.755 -1.463 -0.0927 -0.1427 0.0018
C 1.556 -3.186 0.289 0.0118 0.0589 0.0155
C 2.173 -3.940 -0.859 0.0283 0.0224 -0.0038
C 2.280 -2.956 1.441 -0.0239 -0.0026 -0.0440
H 2.083 -1.357 4.452 -0.0066 -0.0085 -0.0011
H 3.551 -1.649 3.502 0.0056 -0.0200 -0.0084
H 2.723 -2.991 4.270 0.0081 -0.0028 -0.0001
H -0.031 -1.348 3.333 0.0284 -0.0052 0.0214
H -2.098 -0.989 2.160 0.0633 0.0162 0.0115
H -2.235 -2.717 1.913 -0.1536 0.0486 -0.0283
H -2.416 -1.663 0.541 0.0144 0.0501 -0.0104
H -0.268 -3.529 -1.750 0.0352 -0.0476 0.0610
H 2.240 -3.336 -1.766 -0.0108 -0.0104 -0.0063
H 1.603 -4.841 -1.094 -0.0136 0.0066 -0.0073
H 3.184 -4.251 -0.606 -0.0095 -0.0073 0.0198
H 3.293 -3.335 1.507 0.0026 0.0053 0.0168
I 4.703 -1.289 -3.248 0.1021 -0.0884 -0.1654
C 3.797 -0.461 -1.594 -0.1243 0.0639 0.2242
C 4.527 0.029 -0.512 0.0315 -0.0256 -0.0408
C 3.858 0.577 0.570 -0.0821 0.0177 0.0303
C 2.477 0.623 0.555 -0.0059 -0.0126 0.0347
N 1.772 0.155 -0.484 -0.1821 0.1001 -0.0931
C 2.419 -0.372 -1.540 0.0461 0.1244 0.0254
H 5.609 -0.011 -0.522 -0.0007 -0.0015 -0.0064
H 4.399 0.979 1.415 0.0185 -0.0049 -0.0102
H 1.901 1.047 1.367 0.0225 0.0098 0.0143
H 1.812 -0.696 -2.381 -0.0013 0.0004 -0.0047

=====

2.
67
Properties=species:S:1:pos:R:3:forces:R:3 method="wB97M-V/def2-TZVPD" de_lowest_kcal_mol=0.00 orbital_gap_ev="7.93 / 7.86" lumo_energy_ev="-6.52 / -6.59" e_homo_ha="-0.5313 / -0.5310" multiplicity=3 charge=+2
V -0.654 -1.007 0.635 -0.7991 0.2694 0.7352
C 3.119 -2.128 2.913 0.0625 -0.1543 -0.1295
O 2.923 -2.990 1.732 -0.0961 0.1858 0.1832
C 1.806 -2.572 1.181 0.0457 -0.2991 -0.3432
N 1.178 -1.581 1.681 -0.0528 -0.0239 -0.0952
C 1.945 -1.125 2.864 -0.1430 -0.0352 0.0521
C 2.302 0.332 2.741 0.0451 0.0804 0.0886
C 3.287 0.761 1.857 0.0081 0.0122 -0.0260
C 3.597 2.107 1.757 -0.0006 -0.0130 -0.0008
C 2.921 3.037 2.537 -0.0309 0.0152 0.0208
C 1.936 2.617 3.419 0.0449 -0.0094 -0.0311
C 1.629 1.266 3.519 0.0170 0.0168 -0.0178
C 1.275 -3.235 -0.033 0.0140 0.1357 0.1415
C 1.804 -4.336 -0.681 -0.0462 0.0207 -0.0312
C 1.145 -4.794 -1.817 0.0170 -0.0024 -0.0008
C 0.003 -4.144 -2.275 0.0237 -0.0122 0.0090
C -0.445 -3.048 -1.560 -0.1097 0.1621 0.0395
N 0.174 -2.617 -0.461 0.1936 -0.1779 -0.1837
C -1.645 -2.230 -1.856 0.4097 -0.5366 -0.0045
N -1.933 -1.228 -1.118 -0.0789 -0.0195 -0.0617
C -3.221 -0.685 -1.611 0.0411 0.0109 0.1713
C -3.556 -1.617 -2.799 0.1240 -0.1927 -0.1036
O -2.439 -2.580 -2.838 -0.1623 0.3358 0.0503
C -3.101 0.784 -1.934 -0.0581 0.0453 -0.0165
C -4.066 1.671 -1.463 0.0552 0.0279 0.0173
C -3.957 3.033 -1.727 0.0239 -0.0250 -0.0141
C -2.884 3.509 -2.464 0.0111 -0.0177 -0.0041
C -1.919 2.626 -2.939 -0.0168 0.0236 0.0073
C -2.023 1.271 -2.673 0.0029 -0.0203 -0.0197
H 4.101 -1.673 2.817 -0.0334 0.0089 0.0372
H 3.085 -2.782 3.780 0.0505 0.0475 0.0147
H 1.310 -1.250 3.743 0.0210 -0.0025 -0.0227
H 3.834 0.044 1.254 0.0026 -0.0159 -0.0145
H 4.379 2.432 1.083 0.0108 0.0032 -0.0043
H 3.180 4.086 2.475 0.0068 0.0181 -0.0005
H 1.427 3.335 4.048 -0.0115 0.0192 0.0124
H 0.878 0.938 4.229 -0.0165 -0.0299 0.0191
H 2.695 -4.818 -0.307 0.0104 0.0021 0.0162
H 1.523 -5.657 -2.347 -0.0029 -0.0108 -0.0120
H -0.525 -4.478 -3.156 -0.0181 0.0057 -0.0135
H -3.957 -0.808 -0.812 -0.0058 -0.0363 -0.0413
H -3.579 -1.112 -3.762 -0.0202 0.0127 0.0280
H -4.456 -2.207 -2.648 -0.0397 0.0955 -0.0426
H -4.908 1.299 -0.892 -0.0322 -0.0187 0.0080
H -4.716 3.713 -1.367 -0.0200 0.0158 0.0115
H -2.803 4.565 -2.681 -0.0021 0.0251 -0.0029
H -1.089 2.999 -3.524 0.0159 -0.0008 -0.0115
H -1.263 0.594 -3.047 -0.0136 -0.0168 0.0068
O -1.815 0.916 0.877 0.1926 -0.1151 -0.1661
C -0.927 2.040 0.924 -0.0430 0.0325 0.0441
C 0.241 1.804 0.009 -0.0017 0.1341 0.0484
C 0.971 2.855 -0.528 -0.1025 -0.0768 0.0337
C 2.015 2.578 -1.386 0.0741 -0.0258 -0.0355
C 2.312 1.251 -1.677 -0.0754 0.0519 0.0468
C 1.551 0.266 -1.088 0.0122 -0.0936 -0.0423
N 0.527 0.525 -0.260 0.1929 0.0843 -0.1667
H -2.409 1.072 0.122 -0.0386 -0.0705 0.0124
H -0.595 2.147 1.959 0.0388 -0.0145 -0.0400
H -1.464 2.946 0.636 0.0254 -0.0121 0.0392
H 0.699 3.872 -0.283 0.0029 0.0176 0.0051
H 2.591 3.382 -1.825 0.0088 -0.0050 -0.0151
H 3.116 0.983 -2.347 0.0288 0.0007 -0.0207
H 1.755 -0.779 -1.287 0.0170 0.0286 0.0005
I -2.449 -2.944 1.856 0.1027 0.0487 -0.0997
C -1.422 -1.200 2.557 0.0571 0.0605 -0.0260
H -0.827 -1.534 3.400 0.0246 0.0209 -0.0151
H -2.188 -0.496 2.869 0.0360 0.0087 -0.0238

=====

3.
70
Properties=species:S:1:pos:R:3:forces:R:3 method="wB97M-V/def2-TZVPD" de_lowest_kcal_mol=0.00 orbital_gap_ev="6.79 / 5.18" lumo_energy_ev="-3.05 / -4.64" e_homo_ha="-0.3617 / -0.3607" multiplicity=5 charge=+1
Os 0.178 -0.110 0.115 -1.0509 -1.4839 -1.1328
O 2.573 1.508 0.474 0.2917 0.0251 0.0958
N 2.121 0.219 0.191 0.8072 0.3725 0.0232
C 3.115 -0.476 -0.241 0.0433 -0.1917 -0.0312
C 3.174 -1.873 -0.656 -0.1001 -0.1676 -0.1784
C 4.389 -2.250 -1.241 0.0172 0.1812 0.0094
C 4.617 -3.547 -1.656 0.0474 -0.0960 -0.0524
C 3.639 -4.511 -1.463 0.0268 0.0266 0.0151
C 2.431 -4.157 -0.879 0.0612 -0.0039 -0.0008
C 2.172 -2.848 -0.490 -0.1018 0.0800 -0.0474
P 0.589 -2.385 0.288 -0.0030 0.5023 0.3106
C -0.654 -3.537 -0.377 -0.0775 0.1213 -0.0506
C -0.651 -3.952 -1.708 -0.0343 -0.0116 0.0328
C -1.686 -4.737 -2.198 0.0351 0.0232 -0.0254
C -2.737 -5.102 -1.369 -0.0115 -0.0126 -0.0330
C -2.759 -4.671 -0.050 -0.0250 0.0144 0.0167
C -1.728 -3.886 0.442 0.0362 -0.0217 -0.0096
C 0.820 -2.935 2.013 -0.0198 0.0490 0.0067
C 0.936 -4.294 2.312 0.0256 0.0316 -0.0165
C 1.151 -4.702 3.618 0.0149 -0.0773 -0.0350
C 1.256 -3.760 4.634 0.0125 0.0697 0.0507
C 1.140 -2.409 4.344 0.0065 0.0101 -0.0205
C 0.922 -1.995 3.035 -0.0226 -0.1736 -0.0152
H 2.045 1.791 1.240 -0.3856 0.1735 -0.1214
H 4.047 0.074 -0.304 0.0613 -0.0137 0.0525
H 5.159 -1.499 -1.383 -0.0176 -0.0550 0.0460
H 5.558 -3.808 -2.125 -0.0270 0.0099 0.0414
H 3.817 -5.535 -1.765 -0.0296 0.0224 0.0032
H 1.673 -4.916 -0.736 -0.0069 -0.0031 -0.0050
H 0.173 -3.694 -2.363 -0.0019 0.0252 -0.0124
H -1.657 -5.079 -3.226 -0.0079 0.0033 0.0246
H -3.532 -5.734 -1.748 0.0232 0.0371 0.0174
H -3.579 -4.954 0.599 0.0277 0.0192 -0.0066
H -1.745 -3.553 1.473 -0.0342 -0.0181 -0.0108
H 0.849 -5.033 1.524 -0.0049 -0.0138 0.0489
H 1.237 -5.757 3.847 -0.0046 0.0390 -0.0256
H 1.428 -4.081 5.654 -0.0213 0.0047 -0.0458
H 1.212 -1.672 5.135 0.0014 -0.0371 -0.0373
H 0.814 -0.945 2.809 -0.0144 0.1051 0.0032
Se -1.099 4.056 -1.851 -0.4065 0.1252 0.7069
Sb -1.798 3.733 0.843 -0.0065 -0.7549 -0.5975
Se 0.993 3.433 -1.985 0.3962 0.0592 0.2815
Se -0.494 1.613 1.624 -0.1172 1.0666 0.8908
Se -0.433 5.460 1.808 0.2233 0.2549 0.0713
C -3.321 -1.621 -4.697 0.0867 -0.1835 0.0731
N -3.416 -1.190 -3.313 -0.0967 0.1986 -0.2414
N -2.284 -0.832 -2.602 0.1497 -0.1430 0.2794
C -2.602 -0.836 -1.255 -0.1038 -0.0653 -0.3648
O -1.852 -0.428 -0.338 0.4669 0.1681 0.0877
C -3.935 -1.298 -1.161 0.0065 -0.1146 0.2152
C -4.383 -1.522 -2.432 -0.0942 0.1216 -0.0250
C -5.713 -2.005 -2.893 0.0656 -0.0745 -0.0453
C -1.266 -0.048 -3.222 0.0407 0.1816 0.1205
C -1.615 1.089 -3.943 -0.0137 0.0557 -0.0223
C -0.626 1.847 -4.548 -0.1579 -0.1610 -0.1668
C 0.710 1.494 -4.405 0.0192 -0.1080 -0.1098
C 1.052 0.371 -3.667 0.0360 -0.0690 -0.0167
C 0.064 -0.411 -3.081 -0.0056 -0.1901 -0.2705
H -2.525 -1.073 -5.192 -0.0135 0.0456 -0.0004
H -4.258 -1.399 -5.200 -0.0229 0.0249 0.0164
H -3.114 -2.691 -4.768 0.0120 -0.0038 0.0185
H -4.481 -1.428 -0.241 0.0272 0.0240 -0.0584
H -6.325 -2.269 -2.035 -0.0040 0.0022 0.0020
H -5.622 -2.880 -3.539 0.0021 0.0119 0.0330
H -6.223 -1.222 -3.456 -0.0158 -0.0185 -0.0061
H -2.659 1.370 -4.020 0.0383 0.0118 -0.0203
H -0.902 2.720 -5.126 0.0375 -0.0050 0.0562
H 1.484 2.092 -4.867 -0.0571 -0.0201 -0.0059
H 2.091 0.082 -3.566 -0.0290 0.0060 -0.0067
H 0.317 -1.358 -2.626 -0.0004 -0.0125 0.2211

=====

4.
70
Properties=species:S:1:pos:R:3:forces:R:3 method="wB97M-V/def2-TZVPD" de_lowest_kcal_mol=6.92 orbital_gap_ev=6.91 lumo_energy_ev=-3.19 e_homo_ha=-0.3711 charge=+1
Sn -1.066 -0.262 0.110 0.4623 -0.1051 0.0523
C 0.744 2.298 1.380 0.1708 -0.0211 0.0687
N -0.282 2.050 0.366 0.3195 0.2777 -0.0569
C 0.174 2.600 -0.936 0.0286 0.1201 0.1161
C -1.526 2.756 0.697 -0.1447 0.0333 0.0553
C -2.604 2.297 -0.248 -0.5030 0.1901 -0.0820
C -3.649 3.127 -0.632 0.0296 0.0221 0.0441
C -4.630 2.659 -1.499 0.0311 -0.0449 0.0085
C -4.570 1.364 -1.997 0.1422 -0.1382 0.0438
C -3.523 0.523 -1.618 -0.1946 0.4903 -0.0133
C -2.557 1.009 -0.749 0.2835 -0.5697 -0.0801
H 0.964 3.366 1.473 -0.0202 -0.0114 -0.0558
H 1.660 1.776 1.107 0.0121 -0.0249 -0.0002
H 0.408 1.938 2.350 -0.0306 -0.0030 0.0347
H 0.332 3.679 -0.827 0.0028 -0.0553 -0.0031
H -0.587 2.435 -1.693 0.0149 -0.0300 -0.0338
H 1.087 2.125 -1.254 0.1745 -0.0669 0.0156
H -1.388 3.841 0.611 0.0562 -0.0453 0.0239
H -1.791 2.544 1.735 -0.0003 -0.0035 -0.0096
H -3.693 4.144 -0.257 -0.0267 -0.0031 -0.0181
H -5.438 3.314 -1.797 0.0020 0.0017 0.0000
H -5.325 1.005 -2.684 -0.0162 0.0327 0.0066
H -3.463 -0.484 -2.008 -0.0080 -0.0551 -0.0381
O 1.363 -6.341 -1.240 -0.0200 -0.0704 -0.0171
C 0.825 -5.359 -0.821 0.0548 -0.0694 -0.0085
S 1.574 -4.272 0.365 -0.1148 -0.2507 0.1320
C 0.263 -3.132 0.427 -0.5292 0.2700 -0.1253
C -0.831 -3.393 -0.326 0.1978 0.2549 0.1839
S -2.222 -2.340 -0.538 0.4327 -0.0802 0.0179
S -0.795 -4.825 -1.319 0.1031 -0.0754 0.0437
S 0.515 -1.681 1.395 -0.2015 -0.0202 -0.0802
N -5.345 -0.223 6.011 0.0036 0.0610 0.0595
C -4.119 0.339 5.898 -0.0627 -0.0623 -0.0395
O -3.558 0.939 6.786 -0.0025 0.0099 0.0312
C -3.449 0.205 4.550 0.0981 0.0246 0.0535
C -4.134 0.115 3.351 -0.1063 -0.0151 -0.0100
C -3.415 0.053 2.175 0.0745 0.0430 -0.1013
N -2.078 0.064 2.151 -0.1289 -0.1151 0.1604
C -1.410 0.130 3.314 -0.1551 -0.0437 -0.0420
C -2.060 0.224 4.525 0.0332 0.0123 0.0300
H -5.787 -0.187 6.916 -0.0028 -0.0071 -0.0045
H -5.707 -0.870 5.334 0.0274 -0.0081 -0.0121
H -5.215 0.119 3.308 0.0108 -0.0009 -0.0022
H -3.913 0.002 1.215 -0.0090 -0.0001 0.0121
H -0.331 0.088 3.266 -0.0171 -0.0031 -0.0147
H -1.509 0.309 5.451 0.0071 0.0043 -0.0092
O 1.172 -0.139 -1.205 -0.6503 0.0438 -0.3353
S 2.599 -0.385 -0.766 0.2429 0.0146 0.0956
C 3.073 -1.957 -1.442 0.0416 0.0568 0.0284
C 2.384 -2.490 -2.519 -0.0749 -0.0182 0.0106
C 2.769 -3.731 -3.000 0.0579 -0.0328 0.0147
C 3.833 -4.408 -2.413 0.0400 0.0546 0.0250
C 4.517 -3.853 -1.339 -0.0142 0.0067 -0.0717
C 4.127 -2.620 -0.835 0.0978 0.0121 -0.1338
C 3.600 0.671 -1.810 -0.1210 0.0363 0.0284
C 4.866 1.017 -1.360 -0.0237 -0.0109 0.0500
C 5.669 1.820 -2.158 -0.0590 -0.0058 -0.0543
C 5.192 2.275 -3.381 -0.0201 -0.0335 0.0548
C 3.917 1.928 -3.812 0.0182 0.0204 -0.0101
C 3.110 1.119 -3.026 -0.0122 -0.0266 -0.0850
H 1.547 -1.954 -2.947 0.0049 -0.0003 -0.0009
H 2.237 -4.178 -3.830 -0.0093 0.0014 0.0069
H 4.122 -5.381 -2.788 -0.0155 -0.0013 0.0070
H 5.336 -4.389 -0.880 -0.0010 -0.0044 0.0031
H 4.628 -2.190 0.024 -0.0095 -0.0016 0.0071
H 5.221 0.664 -0.399 -0.0007 0.0160 -0.0086
H 6.659 2.095 -1.822 -0.0013 0.0000 0.0021
H 5.816 2.907 -4.000 0.0022 -0.0012 -0.0055
H 3.552 2.284 -4.766 0.0067 0.0016 0.0027
H 2.118 0.831 -3.351 0.0212 0.0236 0.0324